Entry 1:
Molecular formula: C8H16Br4O4Sr
Method: DFT, ωB97M-V with the def2-TZVPD basis set

- ΔE to the lowest compared entry with this formula, charge and spin (kJ/mol) = 73.0
- 2S+1 = 1
- lowest unoccupied orbital energy (Eh) = 0.1339
- total energy (hartree) = -10942.02478
- HOMO (eV) = 1.031
- net charge = -2
- HOMO-LUMO gap (hartree) = 0.096

Last column: Mulliken charge in e.
Atoms and positions in Å:
Sr  3.150  -6.527  10.228  1.438
O  4.250  -8.859  9.732  -0.788
C  3.712  -9.784  10.606  0.105
C  2.200  -9.623  11.027  -0.437
O  1.683  -8.331  11.224  -0.963
H  4.303  -9.654  11.551  -0.451
H  3.890  -10.861  10.403  0.327
H  1.996  -10.167  11.972  0.208
H  1.623  -10.106  10.213  0.287
O  4.785  -5.814  8.416  -0.467
C  5.161  -4.864  7.466  -0.406
C  6.643  -4.795  7.010  -0.579
O  7.192  -5.988  6.614  -0.938
H  4.778  -3.863  7.782  0.140
H  4.589  -5.026  6.524  0.116
H  7.250  -4.306  7.814  0.111
H  6.754  -4.105  6.139  0.241
Br  5.673  -10.597  14.911  -0.216
C  4.863  -9.020  14.067  -0.456
C  5.852  -8.244  13.224  -0.644
Br  4.981  -6.605  12.595  -0.126
H  4.461  -8.455  14.905  0.412
H  4.010  -9.337  13.469  0.200
H  6.120  -8.858  12.367  0.426
H  6.723  -7.941  13.794  0.449
Br  -0.757  -4.006  5.390  -0.190
C  -0.296  -4.172  7.268  -0.590
C  1.179  -4.026  7.524  -0.537
Br  1.382  -4.235  9.492  -0.200
H  -0.681  -5.120  7.632  0.395
H  -0.839  -3.427  7.849  0.380
H  1.694  -3.113  7.237  0.380
H  1.804  -4.797  7.066  0.373


Entry 2:
Molecular formula: C41H48CrN5S2Si
Method: DFT, ωB97M-V with the def2-TZVPD basis set

- 2S+1 = 2
- lowest unoccupied orbital energy (spin up / spin down) (Eh) = -0.0375 / -0.0252
- total energy (hartree) = -3995.25001
- HOMO (spin up / spin down) (eV) = -7.380 / -7.364
- expectation value of S² = 0.860
- HOMO-LUMO gap (spin up / spin down) (hartree) = 0.234 / 0.245

Last column: Mulliken charge in e.
Atoms and positions in Å:
Cr  -0.196  -0.328  -0.113  -0.560
C  1.423  -3.581  3.914  -0.744
S  -0.254  -2.920  3.931  -0.081
C  -0.320  -1.848  2.558  0.392
S  1.003  -1.632  1.445  -0.764
N  -1.476  -1.258  2.479  -1.903
N  -1.541  -0.468  1.354  2.847
C  -2.583  0.259  1.291  -1.529
C  -2.715  1.051  0.086  0.559
C  -3.778  1.899  -0.162  -1.117
C  -3.859  2.526  -1.388  -1.116
C  -2.879  2.278  -2.338  -1.120
C  -1.842  1.440  -2.016  -1.555
N  -1.742  0.850  -0.817  1.686
H  1.546  -4.080  4.877  0.404
H  2.153  -2.782  3.824  0.232
H  1.551  -4.298  3.106  0.247
H  -3.310  0.243  2.093  0.361
H  -4.530  2.042  0.610  0.595
H  -4.687  3.187  -1.614  0.503
H  -2.920  2.724  -3.325  0.618
H  -1.063  1.211  -2.725  1.350
C  0.333  3.386  -2.581  -0.618
C  0.492  4.416  -1.457  0.334
C  1.945  4.940  -1.431  -1.534
C  -0.011  4.109  -0.025  1.019
C  -0.559  5.226  0.625  -1.211
C  -0.952  5.203  1.948  -1.433
C  -0.765  4.043  2.685  -0.521
C  -0.231  2.904  2.100  -0.035
C  0.144  1.740  3.004  3.169
C  1.568  1.943  3.542  -1.572
C  -0.835  1.526  4.163  -1.803
C  0.106  2.916  0.722  -0.720
N  0.612  1.705  0.128  1.991
C  1.839  1.701  -0.278  -1.217
C  2.412  0.637  -0.979  0.226
C  3.724  0.589  -1.432  -1.516
C  3.867  -0.661  -2.007  -1.105
C  2.637  -1.339  -1.846  -1.013
N  1.714  -0.533  -1.245  1.156
C  2.427  -2.755  -2.363  3.098
C  1.581  -2.682  -3.645  -1.492
C  1.799  -3.682  -1.321  -1.222
C  3.777  -3.397  -2.732  -2.310
H  0.769  3.801  -3.497  0.605
H  -0.721  3.199  -2.780  -0.133
H  0.829  2.435  -2.388  -0.146
H  -0.122  5.260  -1.767  0.716
H  2.669  4.116  -1.433  0.324
H  2.132  5.560  -0.550  0.344
H  2.142  5.545  -2.323  0.434
H  -0.668  6.149  0.059  0.421
H  -1.368  6.091  2.411  0.401
H  -1.020  4.031  3.743  0.328
H  0.178  0.849  2.409  -1.742
H  1.624  2.860  4.143  0.347
H  2.291  2.028  2.725  0.281
H  1.865  1.097  4.171  0.422
H  -0.707  2.287  4.945  0.509
H  -0.666  0.549  4.622  0.293
H  -1.877  1.569  3.828  0.358
H  2.476  2.561  -0.084  0.481
H  4.459  1.382  -1.350  0.533
H  4.763  -1.053  -2.474  0.507
H  0.582  -2.293  -3.447  0.041
H  1.482  -3.680  -4.092  0.392
H  2.066  -2.026  -4.377  0.431
H  0.884  -3.287  -0.906  -0.561
H  2.491  -3.841  -0.486  0.411
H  1.580  -4.656  -1.781  0.464
H  4.239  -2.914  -3.603  0.388
H  3.610  -4.448  -2.987  0.451
H  4.483  -3.354  -1.896  0.496
C  -3.065  -5.501  1.449  -0.572
C  -3.584  -4.221  1.618  -0.812
C  -3.138  -3.179  0.811  0.102
C  -2.172  -3.386  -0.185  0.695
C  -1.656  -4.681  -0.329  -0.475
C  -2.098  -5.729  0.475  -0.808
Si  -1.553  -2.038  -1.338  2.716
C  -3.007  -1.385  -2.358  -0.009
C  -2.761  -1.091  -3.708  -0.126
C  -3.759  -0.589  -4.539  -0.813
C  -5.038  -0.367  -4.034  -0.537
C  -5.310  -0.658  -2.699  -0.730
C  -4.305  -1.161  -1.874  0.023
H  -3.414  -6.318  2.075  0.374
H  -4.327  -4.031  2.388  0.400
H  -3.549  -2.187  0.978  -0.070
H  -0.899  -4.877  -1.088  0.166
H  -1.687  -6.725  0.337  0.431
H  -0.868  -2.797  -2.401  -0.529
H  -1.767  -1.270  -4.124  0.364
H  -3.542  -0.379  -5.582  0.437
H  -5.822  0.016  -4.679  0.386
H  -6.310  -0.501  -2.300  0.415
H  -4.548  -1.393  -0.839  0.204


Entry 3:
Molecular formula: C3Cl3F2N
Method: DFT, ωB97M-V with the def2-TZVPD basis set

- ΔE to the lowest compared entry with this formula, charge and spin (kJ/mol) = 100.9
- 2S+1 = 1
- lowest unoccupied orbital energy (Eh) = -0.0791
- total energy (hartree) = -1749.25707
- HOMO (eV) = -11.713
- HOMO-LUMO gap (hartree) = 0.351

Last column: Mulliken charge in e.
Atoms and positions in Å:
C  -1.350  -1.474  -0.487  0.095
C  -0.433  0.495  -0.242  0.305
C  0.935  0.374  0.451  0.459
N  -1.728  -2.567  -0.511  -0.334
F  0.741  -0.151  1.641  -0.156
F  1.522  1.594  0.677  -0.187
Cl  -1.502  1.339  0.839  -0.040
Cl  -0.348  1.042  -1.845  -0.026
Cl  2.162  -0.653  -0.523  -0.115


Entry 4:
Molecular formula: C43H53Br2Cl3O4OsP
Method: DFT, ωB97M-V with the def2-TZVPD basis set

- 2S+1 = 1
- lowest unoccupied orbital energy (spin up / spin down) (Eh) = -0.2019 / -0.1966
- total energy (hartree) = -8931.65392
- HOMO (spin up / spin down) (eV) = -10.195 / -10.385
- net charge = +1
- HOMO-LUMO gap (spin up / spin down) (hartree) = 0.173 / 0.185

Last column: Mulliken charge in e.
Atoms and positions in Å:
Os  0.227  -0.161  -0.127  1.225
C  -1.603  7.532  0.773  -1.958
C  -0.515  6.987  1.703  1.736
C  0.789  7.756  1.432  -1.609
C  -0.942  7.205  3.170  -1.549
C  -0.307  5.495  1.511  -0.183
C  -1.294  4.699  0.902  -0.063
C  -1.078  3.364  0.739  -0.164
Br  -2.424  2.306  0.008  0.003
C  0.170  2.740  1.156  0.710
O  0.436  1.536  0.899  0.447
C  1.125  3.532  1.919  -0.970
C  0.853  4.863  2.041  -0.259
C  2.336  2.888  2.605  2.176
C  3.107  3.904  3.447  -2.390
C  3.303  2.311  1.555  -1.069
C  1.840  1.768  3.548  -1.603
H  -1.616  8.621  0.834  0.433
H  -2.601  7.179  1.053  0.355
H  -1.416  7.258  -0.271  0.420
H  0.603  8.825  1.543  0.469
H  1.151  7.577  0.414  0.347
H  1.586  7.492  2.130  0.360
H  -1.154  8.265  3.334  0.447
H  -0.154  6.899  3.864  0.344
H  -1.845  6.633  3.406  0.339
H  -2.234  5.123  0.572  0.399
H  1.554  5.475  2.587  0.512
H  3.513  4.722  2.840  0.429
H  3.952  3.396  3.919  0.452
H  2.487  4.327  4.245  0.425
H  3.661  3.099  0.881  0.298
H  2.828  1.534  0.965  -0.398
H  4.172  1.875  2.058  0.581
H  1.114  2.161  4.268  0.337
H  2.689  1.364  4.109  0.452
H  1.379  0.943  3.005  0.144
C  3.958  -5.940  2.126  -2.076
C  2.841  -6.369  1.176  1.762
C  3.440  -7.243  0.062  -1.573
C  1.814  -7.189  1.968  -1.612
C  2.153  -5.158  0.536  -0.375
C  2.685  -3.886  0.614  -0.125
C  1.978  -2.852  0.041  0.227
Br  2.762  -1.112  0.076  -0.088
C  0.754  -2.974  -0.586  1.013
O  0.089  -1.860  -1.007  -0.301
C  0.255  -4.274  -0.783  -1.681
C  0.978  -5.314  -0.204  0.031
C  -0.985  -4.573  -1.642  2.599
C  -1.401  -6.042  -1.557  -2.344
C  -0.619  -4.256  -3.102  -1.401
C  -2.201  -3.730  -1.210  -1.229
H  4.315  -6.810  2.682  0.424
H  3.606  -5.203  2.855  0.452
H  4.814  -5.522  1.588  0.360
H  3.946  -8.114  0.497  0.448
H  4.173  -6.678  -0.523  0.338
H  2.664  -7.605  -0.620  0.334
H  2.319  -8.005  2.491  0.469
H  1.053  -7.631  1.322  0.352
H  1.310  -6.567  2.715  0.351
H  3.633  -3.692  1.103  0.507
H  0.603  -6.319  -0.339  0.415
H  -0.658  -6.710  -2.003  0.405
H  -2.333  -6.173  -2.114  0.469
H  -1.587  -6.357  -0.524  0.438
H  0.198  -4.906  -3.441  0.348
H  -0.310  -3.217  -3.216  0.120
H  -1.486  -4.425  -3.751  0.424
H  -2.433  -3.889  -0.150  0.088
H  -3.076  -4.025  -1.797  0.564
H  -2.033  -2.670  -1.368  -0.049
C  -1.419  0.249  -5.571  -1.554
P  -1.370  -0.460  -3.881  0.677
C  -0.455  0.927  -3.058  0.865
C  0.785  0.698  -2.410  -1.959
C  1.481  1.773  -1.826  -0.644
C  0.976  3.057  -1.885  0.107
C  -0.227  3.283  -2.542  -0.873
C  -0.941  2.229  -3.099  -0.092
C  -3.068  -0.092  -3.289  0.508
C  -3.341  -0.245  -1.928  -0.356
C  -4.609  0.002  -1.414  -1.138
C  -5.636  0.398  -2.267  -0.663
C  -5.388  0.529  -3.624  -0.696
C  -4.113  0.280  -4.135  -0.180
H  -1.780  1.281  -5.598  0.423
H  -2.055  -0.372  -6.202  0.484
H  -0.408  0.216  -5.975  0.402
H  1.294  -0.245  -2.560  0.768
H  2.454  1.596  -1.379  0.684
H  1.530  3.882  -1.449  0.446
H  -0.617  4.294  -2.619  0.398
H  -1.898  2.425  -3.570  0.373
H  -2.557  -0.560  -1.255  0.574
H  -4.789  -0.124  -0.348  0.526
H  -6.626  0.599  -1.872  0.410
H  -6.187  0.825  -4.295  0.406
H  -3.943  0.388  -5.200  0.338
Cl  -0.512  -1.834  4.433  -0.106
C  -1.668  -1.831  3.105  0.612
Cl  -3.167  -1.068  3.605  -0.106
Cl  -1.974  -3.503  2.560  -0.106
C  -1.073  -1.106  1.873  -0.826
O  -1.803  -0.514  1.057  -0.080
O  0.194  -1.176  1.673  -0.327


Question: Which of these has the highest total energy?
Answer: C3Cl3F2N